# C11H17Br3Cl4O4

A cluster of 5 separate species, C11H17Br3Cl4O4 in total in a non-equilibrium geometry (the ωB97M-V functional and the def2-TZVPD basis, the Open Molecules 2025 dataset).

Output
* 2S+1: 2
* Kohn-Sham gap (alpha / beta): 7.612 / 2.477 eV
* E_LUMO (alpha / beta): -4.6 / -9.7 eV
* electronic energy: -10292.69719 Eh
* charge: +1

Each line ends with the Löwdin spin population.
Atoms and positions in Å:
O 7.25 -19.67 -1.19  0.002
C 6.21 -19.11 -1.63  0.000
O 5.00 -19.46 -1.21  0.001
C 3.98 -18.70 -1.81  0.002
C 4.65 -17.89 -2.87  0.001
C 6.16 -18.04 -2.68  0.000
H 3.41 -18.02 -1.17  0.001
H 3.26 -19.38 -2.26  0.000
H 4.39 -16.84 -2.77  0.001
H 4.23 -18.18 -3.83  0.000
H 6.56 -17.10 -2.32  0.000
H 6.73 -18.36 -3.55  0.000
O 6.03 -14.32 2.39  0.674
C 7.19 -14.17 2.82  0.063
O 7.74 -12.99 3.10  0.035
C 9.00 -13.10 3.71  0.004
C 9.36 -14.56 3.40  0.028
C 8.02 -15.24 3.39  0.065
H 9.00 -12.70 4.72  0.000
H 9.80 -12.55 3.21  0.003
H 9.95 -15.01 4.20  0.007
H 9.84 -14.75 2.44  0.000
H 7.81 -15.43 4.44  0.000
H 8.06 -16.11 2.74  -0.001
C 5.25 -18.53 2.57  0.000
Cl 4.19 -19.71 3.43  0.000
Cl 7.02 -18.84 2.83  0.000
H 5.17 -18.60 1.49  0.000
H 4.92 -17.57 2.96  0.000
C 3.58 -15.10 0.59  0.011
Cl 2.52 -16.21 1.42  0.015
Cl 4.96 -16.06 -0.07  0.080
H 3.15 -14.51 -0.22  0.004
H 3.83 -14.38 1.37  0.005
C 0.01 -11.87 0.26  0.000
Br 1.97 -11.91 -0.22  0.002
Br -0.50 -13.66 1.07  0.000
Br -1.14 -11.30 -1.20  0.000
H -0.06 -11.15 1.08  0.000

***

# C48H60B2Ge2N9O3Pb

A structure of composition C48H60B2Ge2N9O3Pb in a non-equilibrium geometry (the ωB97M-V functional and the def2-TZVPD basis, the Open Molecules 2025 dataset).

Output
* 2S+1: 2
* Kohn-Sham gap (alpha / beta): 5.629 / 7.054 eV
* E_LUMO (alpha / beta): 4.2 / 4.1 eV
* electronic energy: -6980.12797 Eh
* charge: -2

Each line ends with the Löwdin spin population.
Atoms and positions in Å:
Pb -0.14 0.81 -0.01  0.025
O -2.61 4.69 -3.71  0.000
C -1.31 4.76 -4.06  0.000
C -0.94 5.69 -5.03  0.000
C 0.38 5.81 -5.43  0.000
C 1.36 4.99 -4.87  0.000
C 0.99 4.07 -3.91  0.000
C -0.33 3.93 -3.49  0.000
C -0.62 2.92 -2.43  0.001
O 0.35 2.33 -1.89  0.007
N -1.90 2.77 -2.15  0.000
N -2.16 1.81 -1.18  0.005
C -3.39 1.64 -0.92  0.001
C -3.99 0.71 0.00  0.002
C -5.29 1.04 0.42  0.001
C -6.02 0.22 1.26  0.000
C -5.46 -1.00 1.64  0.000
C -4.21 -1.36 1.20  0.000
C -3.42 -0.51 0.41  0.006
O -2.22 -0.85 -0.03  0.054
H -2.66 3.93 -3.05  0.000
H -1.71 6.32 -5.45  0.000
H 0.65 6.54 -6.19  0.000
H 2.39 5.08 -5.18  0.000
H 1.73 3.43 -3.43  0.000
H -4.10 2.30 -1.44  0.000
H -5.72 1.97 0.08  0.000
H -7.01 0.52 1.59  0.000
H -6.02 -1.67 2.28  0.000
H -3.79 -2.32 1.46  0.000
C 1.70 -3.24 2.15  0.001
C 2.95 -2.86 2.95  0.000
C 2.63 -2.76 4.44  0.000
C 3.60 -1.60 2.46  0.000
C 4.98 -1.31 2.50  0.000
C 5.06 -0.03 1.99  0.000
N 3.81 0.37 1.68  0.000
N 2.92 -0.59 1.95  0.000
B 3.51 1.71 1.00  0.000
N 2.30 2.46 1.60  0.000
C 2.40 3.29 2.65  0.001
C 1.34 4.18 2.61  0.000
C 0.60 3.79 1.48  0.001
N 1.18 2.73 0.91  0.007
C -0.61 4.43 0.86  0.000
C -1.59 4.96 1.90  0.000
C -0.16 5.54 -0.10  0.000
N 3.43 1.67 -0.53  0.000
C 4.12 2.50 -1.34  0.000
C 3.88 2.13 -2.64  0.000
C 2.98 1.05 -2.53  0.000
N 2.74 0.77 -1.26  0.000
C 2.38 0.22 -3.63  0.000
C 0.88 0.02 -3.41  0.000
C 2.64 0.84 -5.00  0.000
H 1.36 -4.24 2.43  0.000
H 0.89 -2.54 2.36  0.003
H 1.90 -3.22 1.08  0.000
H 3.69 -3.66 2.82  0.000
H 1.92 -1.95 4.62  0.000
H 2.18 -3.69 4.81  0.000
H 3.53 -2.56 5.03  0.000
H 5.78 -1.94 2.85  0.000
H 5.91 0.62 1.84  0.000
H 4.48 2.41 1.23  0.000
H 3.24 3.23 3.32  0.000
H 1.12 4.97 3.30  0.000
H -1.12 3.67 0.27  0.000
H -1.14 5.78 2.47  0.000
H -2.49 5.33 1.41  0.000
H -1.87 4.19 2.61  0.000
H 0.31 6.35 0.46  0.000
H 0.57 5.15 -0.81  0.000
H -1.01 5.93 -0.65  0.000
H 4.73 3.28 -0.93  0.000
H 4.25 2.60 -3.53  0.000
H 2.86 -0.76 -3.61  0.000
H 0.38 0.99 -3.36  0.000
H 0.45 -0.55 -4.24  0.000
H 0.69 -0.51 -2.49  -0.001
H 2.21 1.85 -5.05  0.000
H 3.70 0.91 -5.22  0.000
H 2.17 0.24 -5.78  0.000
B -1.82 1.97 4.70  0.000
C -1.46 1.55 3.22  0.000
N -1.18 1.25 2.14  0.002
H -0.80 1.89 5.34  0.000
H -2.22 3.12 4.67  0.000
H -2.68 1.22 5.11  0.000
C 0.25 -4.08 -3.49  0.080
Ge 0.77 -3.91 -1.56  0.345
C 0.85 -5.82 -0.99  0.076
C 2.70 -3.41 -1.63  0.065
Ge -1.00 -2.36 0.46  0.188
C -1.24 -2.57 2.47  0.067
C -2.14 -3.39 3.16  0.007
C -2.14 -3.46 4.54  0.003
C -1.24 -2.71 5.28  -0.003
C -0.34 -1.89 4.63  0.001
C -0.33 -1.83 3.24  0.006
C -2.27 -3.78 -0.24  0.007
C -2.97 -3.51 -1.41  0.001
C -3.78 -4.47 -2.01  0.000
C -3.89 -5.73 -1.45  -0.002
C -3.18 -6.03 -0.30  0.000
C -2.37 -5.06 0.29  0.000
H 0.55 -5.07 -3.84  0.011
H 0.76 -3.32 -4.08  0.001
H -0.82 -3.97 -3.63  0.001
H 1.53 -6.35 -1.67  0.012
H -0.13 -6.28 -1.03  0.000
H 1.23 -5.90 0.03  0.000
H 3.11 -3.69 -2.60  0.008
H 3.24 -3.94 -0.85  0.001
H 2.84 -2.34 -1.48  0.001
H -2.85 -3.99 2.61  0.001
H -2.85 -4.11 5.05  0.001
H -1.25 -2.75 6.37  0.000
H 0.36 -1.28 5.19  0.000
H 0.38 -1.19 2.74  0.003
H -2.89 -2.53 -1.86  0.000
H -4.31 -4.23 -2.92  0.000
H -4.52 -6.48 -1.91  0.000
H -3.25 -7.02 0.14  0.000
H -1.80 -5.32 1.18  0.000

***

# C4H2Cl2IN

A structure of composition C4H2Cl2IN in a non-equilibrium geometry (the ωB97M-V functional and the def2-TZVPD basis, the Open Molecules 2025 dataset).

Output
* Kohn-Sham gap (alpha / beta): 7.022 / 6.755 eV
* E_LUMO (alpha / beta): -1.3 / -1.2 eV
* electronic energy: -1426.28277 Eh

Each line ends with the natural charge from an NBO analysis.
Atoms and positions in Å:
C -0.12 0.05 -0.95  -0.420
C 0.43 -0.69 0.07  0.086
C -0.09 -0.22 -2.31  -0.053
C 0.52 -3.09 -0.21  0.137
N 0.94 -1.95 0.05  -0.476
Cl -0.20 -1.80 -2.88  0.044
Cl 1.64 -4.37 -0.25  0.080
I -1.49 -3.84 -0.27  0.155
H -0.31 1.04 -0.45  0.230
H 0.78 0.05 0.82  0.217